Entry 1:
The following is a quantum chemistry calculation of a structure of composition C5H11N8, from OMol25.

XYZ file:
```
24
Properties=species:S:1:pos:R:3:nbo_charge:R:1
C 2.06714 1.71683 0.03173 0.6198
C 2.20670 -0.50253 0.19277 0.6489
C 0.05834 0.62379 -0.14262 0.6504
C -3.76235 0.63785 0.31497 0.3515
C 0.22447 -1.85066 -0.27094 -0.4238
N 0.78125 1.74555 -0.26398 -0.5715
N 2.80526 0.62774 0.34108 -0.5535
N -3.47309 1.80988 0.15039 -0.6472
N 0.83999 -0.51960 -0.02871 -0.4054
N 2.73561 2.91560 -0.01674 -0.7535
N 2.89834 -1.65308 0.29611 -0.7509
N -2.19078 -0.39390 0.02368 -0.5270
N -1.24584 0.69974 -0.09876 -0.4116
H -4.61614 -0.01973 0.35724 0.2238
H -0.04598 -2.38978 0.57882 0.2139
H -0.62882 -1.71550 -0.94874 0.2589
H 0.87336 -2.48217 -0.74478 0.2028
H -4.10773 2.57931 0.22675 0.4212
H 2.15402 3.66034 -0.49471 0.4100
H 3.70921 3.00951 -0.23514 0.4169
H 3.85851 -1.61819 0.10300 0.4278
H 2.44692 -2.50802 0.05322 0.3992
H -2.05729 -0.91740 0.88431 0.3577
H -1.75844 1.51404 -0.34237 0.4416
```

- Charge: +1
- HOMO: -0.459 hartree
- Orbital gap: 0.3627 Eh
- Calculated total energy: -634.8932 Ha
- Max |F|: 0.0771 Eh/bohr


Entry 2:
The following is a quantum chemistry calculation of a cluster of 2 separate species, C5H11NO in total, from OMol25.

XYZ file:
```
18
Properties=species:S:1:pos:R:3:lowdin_spin:R:1
C 1.14801 1.27176 1.41745 0.0385
N -1.24991 -0.62719 1.03164 0.0241
C -0.10598 -0.65284 0.22444 0.1159
C 0.99030 0.17884 0.37492 0.1776
C -1.11455 -2.42767 -1.32231 0.3102
C -0.24118 -1.40353 -1.03321 0.1831
H 0.13074 1.70765 1.56446 0.0023
H 1.64047 0.89951 2.38022 0.0146
H 1.55323 2.19237 1.03798 0.0034
H -1.11381 -0.60818 2.03111 0.0061
H -1.98206 -1.27482 0.79466 0.0042
H 1.89626 -0.02248 -0.30001 0.0152
H -1.77427 -2.77105 -0.47395 0.0311
H -1.34644 -2.66361 -2.35528 0.0382
H 0.51223 -1.27055 -1.79045 0.0041
H 0.60816 2.94597 -1.83362 0.0019
H 0.40295 1.80402 -0.74339 0.0106
O 0.04584 2.72184 -1.00465 0.0189
```

- Charge: -1
- <S²>: 0.762
- HOMO (alpha / beta): 0.010 / -0.099 hartree
- Orbital gap (alpha / beta): 0.1389 / 0.2461 Eh
- Calculated total energy: -327.0178 Ha
- Max |F|: 0.0687 Eh/bohr
- Spin multiplicity: 2


Entry 3:
The following is a quantum chemistry calculation of an isolated molecule of C5H11NO, from OMol25.

XYZ file:
```
18
Properties=species:S:1:pos:R:3:nbo_charge:R:1
C -2.59462 0.38537 -0.32524 -0.6163
C -1.33733 -0.57386 -0.39766 -0.2203
N -0.08583 0.19649 -0.26321 -0.4430
C 0.19251 0.92058 0.90662 0.5233
O 1.36770 1.31946 1.17177 -0.6159
C 1.10942 -0.30980 -0.88934 -0.2381
C 1.62387 -1.51109 -0.05569 -0.6198
H -2.50711 1.03630 -1.23138 0.2092
H -2.65718 1.06752 0.54430 0.2102
H -3.49352 -0.15696 -0.51621 0.2149
H -1.56485 -1.44232 0.27978 0.1925
H -1.37795 -0.96762 -1.43201 0.2078
H -0.53135 1.07778 1.54283 0.1261
H 0.94342 -0.75540 -1.83492 0.1996
H 1.94847 0.42941 -0.86816 0.2453
H 0.72522 -2.28561 0.03090 0.1819
H 2.45614 -2.07231 -0.53079 0.2172
H 1.75470 -1.32909 1.05174 0.2253
```

- SMILES: CCN(C=O)CC
- HOMO: -0.342 hartree
- Orbital gap: 0.3740 Eh
- Calculated total energy: -327.0637 Ha
- Max |F|: 0.1588 Eh/bohr


Entry 4:
The following is a quantum chemistry calculation of a cluster of 2 separate species, C5H11NO in total, from OMol25.

XYZ file:
```
18
Properties=species:S:1:pos:R:3:nbo_charge:R:1
C 0.60471 -0.26346 -1.85908 -0.7244
C 0.05686 1.05590 -1.35588 0.6126
C -1.43444 1.13064 -1.10498 -0.7345
O 0.78043 2.00669 -1.15113 -0.5560
H 1.69629 -0.23611 -1.82327 0.2307
H 0.27144 -0.42784 -2.89259 0.2336
H 0.22701 -1.09402 -1.25113 0.2245
H -1.86180 2.00097 -1.61415 0.2392
H -1.55548 1.26291 -0.02520 0.2608
H -1.96019 0.22309 -1.41940 0.2084
C 1.46918 -0.14884 1.35340 -0.0619
N 0.23983 0.04410 1.57471 -0.4009
C -0.51946 -1.05101 2.13408 -0.4455
H 2.04939 0.65731 0.90743 0.1910
H 1.98127 -1.10365 1.55664 0.1386
H -0.80338 -0.77604 3.15296 0.2115
H -1.44072 -1.17445 1.55331 0.2026
H 0.02589 -2.01322 2.15807 0.1697
```

- SMILES: CC(C)=O.C=NC
- HOMO: -0.347 hartree
- Orbital gap: 0.3823 Eh
- Calculated total energy: -327.0689 Ha
- Max |F|: 0.0105 Eh/bohr


Entry 5:
The following is a quantum chemistry calculation of a cluster of 2 separate species, C5H11NO in total, from OMol25.

XYZ file:
```
18
Properties=species:S:1:pos:R:3:nbo_charge:R:1
C 1.99752 0.49684 0.30542 -0.4392
C 0.84497 0.64249 0.95626 -0.0545
N -0.34591 0.03440 0.49780 -0.4425
C -1.60212 0.74833 0.63615 -0.2467
C -0.96002 0.59934 -0.69530 -0.0647
C -1.44438 -0.35531 -1.75218 -0.6159
H 2.03839 -0.06974 -0.62211 0.2037
H 2.93578 0.86291 0.70292 0.2154
H 0.77659 1.18125 1.90039 0.1968
H -2.46243 0.13351 0.89546 0.2034
H -1.57504 1.72728 1.11385 0.1956
H -0.45662 1.49348 -1.06631 0.2001
H -0.59834 -0.73243 -2.33806 0.2143
H -2.13822 0.14363 -2.43666 0.2161
H -1.95245 -1.21030 -1.29629 0.2171
O 1.94299 -2.17052 1.15100 -0.9384
H 1.72136 -1.34180 1.59585 0.4740
H 1.27793 -2.18335 0.45182 0.4652
```

- SMILES: C=CN1C[C@@H]1C.O
- HOMO: -0.323 hartree
- Orbital gap: 0.3613 Eh
- Calculated total energy: -327.0353 Ha
- Max |F|: 0.0066 Eh/bohr


Entry 6:
The following is a quantum chemistry calculation of an isolated molecule of C5H11NO, from OMol25.

XYZ file:
```
18
Properties=species:S:1:pos:R:3:nbo_charge:R:1
C -2.14319 0.56250 -0.62914 -0.6198
C -1.38611 -0.52185 0.13167 -0.2153
N 0.03384 -0.22353 0.28127 -0.4420
C 0.40286 0.56327 1.43939 -0.4028
C 0.86673 -0.59671 -0.74055 0.6820
C 2.36054 -0.35904 -0.58714 -0.7129
O 0.42947 -1.15477 -1.73844 -0.6363
H -3.20666 0.31058 -0.70845 0.2134
H -1.73364 0.65583 -1.63920 0.2245
H -2.06499 1.53341 -0.12635 0.1971
H -1.46595 -1.47281 -0.39864 0.2306
H -1.80295 -0.65419 1.13784 0.1870
H 0.11060 0.04580 2.36164 0.1960
H 1.47807 0.73202 1.47647 0.2130
H -0.09577 1.54272 1.42854 0.1931
H 2.80612 -0.47821 -1.57572 0.2448
H 2.79264 -1.11374 0.08267 0.2323
H 2.61838 0.62872 -0.19588 0.2154
```

- SMILES: CCN(C)C(C)=O
- HOMO: -0.337 hartree
- Orbital gap: 0.3699 Eh
- Calculated total energy: -327.1181 Ha
- Max |F|: 0.0059 Eh/bohr


Entry 7:
The following is a quantum chemistry calculation of a structure of composition C5H11NO, from OMol25.

XYZ file:
```
18
Properties=species:S:1:pos:R:3:nbo_charge:R:1
C -0.77533 -0.77176 -0.45882 0.2323
C -1.32505 -1.06322 0.88130 -0.6763
C 1.68317 -0.55604 0.39324 -0.6382
C -0.02585 1.60283 0.29121 -0.6980
C 0.14529 0.36517 -0.59266 0.2798
N -1.10443 -1.44994 -1.47220 -0.6237
O 0.55676 0.72996 -1.90557 -0.7082
H -1.28079 -2.13821 0.95685 0.2446
H -2.36071 -0.69621 0.96939 0.2367
H -0.81283 -0.56194 1.70379 0.2110
H 1.55263 -0.06865 1.41242 0.2074
H 2.45128 -0.35376 -0.39738 0.2280
H 1.43044 -1.60384 0.50560 0.2013
H -0.73936 1.38215 1.13642 0.2370
H 0.97494 1.86536 0.60927 0.2197
H -0.53350 2.58130 -0.09136 0.2253
H -0.71753 -0.90972 -2.21616 0.3388
H 0.88086 1.64651 -1.72530 0.4824
```

- HOMO: -0.327 hartree
- Orbital gap: 0.3524 Eh
- Calculated total energy: -327.0065 Ha
- Max |F|: 0.0698 Eh/bohr


Entry 8:
The following is a quantum chemistry calculation of an isolated molecule of C5H11NO, from OMol25.

XYZ file:
```
18
Properties=species:S:1:pos:R:3:nbo_charge:R:1
C -2.33828 -0.28992 -0.70152 -0.6139
C -1.44463 0.80587 -0.12624 -0.4046
C -0.68820 0.39538 1.13849 -0.2357
N 0.21109 -0.74748 1.00583 -0.6190
C 1.46647 -0.84865 0.59371 0.2717
O 1.90865 0.31312 0.07411 -0.5555
C 3.05108 -0.03676 -0.71237 -0.2485
H -2.90898 0.07979 -1.56027 0.2149
H -1.74713 -1.14812 -1.03857 0.2097
H -3.05976 -0.64677 0.04455 0.1985
H -0.72626 1.14770 -0.87971 0.2110
H -2.05990 1.67509 0.14318 0.2033
H -0.10577 1.24085 1.51366 0.2126
H -1.40517 0.10874 1.91566 0.1947
H -0.12415 -1.64104 1.32258 0.3980
H 3.15232 0.71315 -1.49506 0.1826
H 2.87613 -1.02094 -1.15517 0.1974
H 3.94246 -0.10001 -0.08287 0.1830
```

- HOMO: -0.305 hartree
- Orbital gap: 0.3427 Eh
- Calculated total energy: -327.0360 Ha
- Max |F|: 0.0130 Eh/bohr


ΔE to the lowest compared entry with this formula, charge and spin for the records above, in order: 19.4; 35.8; 42.5; 39.2; 60.3; 8.3; 78.3; 59.9 kcal per mole